[1]
Density functional theory data (the ωB97M-V functional and the def2-TZVPD basis) for a molecular structure, C30H63BNO12Pt2S5.

Properties
HOMO (spin up / spin down) = -10.01 / -10.01 eV
frontier orbital gap (spin up / spin down) = 6.9 / 5.2 eV
charge = +1
spin multiplicity = 5
<S²> = 6.010

Each line ends with the Mulliken spin population.
Positions of all 114 atoms, in Å:
1 Pt 1.317 0.081 -2.476  1.2827
2 Pt 1.360 2.938 -0.630  1.5626
3 B 0.051 4.589 -1.525  -0.0145
4 H 0.994 5.075 -1.041  0.0096
5 H -0.398 3.789 -0.844  0.0665
6 H -0.749 5.352 -1.820  0.0187
7 H 0.356 3.999 -2.472  0.0264
8 C 3.627 3.182 -4.034  0.0143
9 C 3.579 1.961 -3.134  0.0360
10 C 4.840 1.943 -2.241  -0.0058
11 O 2.361 2.020 -2.389  0.2129
12 H 4.521 3.020 -4.643  0.0016
13 H 3.630 4.109 -3.462  0.0006
14 H 2.814 3.215 -4.760  -0.0010
15 H 3.521 1.154 -3.872  -0.0034
16 H 4.923 0.993 -1.716  0.0030
17 H 4.775 2.744 -1.503  0.0000
18 H 5.756 2.095 -2.812  -0.0004
19 C -2.102 0.674 -0.537  -0.0051
20 C -0.745 0.669 0.235  -0.0015
21 C -0.399 -0.590 1.016  0.0093
22 O 0.322 0.930 -0.652  0.3583
23 H -2.374 -0.245 -1.051  -0.0066
24 H -2.015 1.536 -1.203  0.0047
25 H -2.908 0.980 0.133  0.0015
26 H -0.901 1.467 0.964  0.0120
27 H -0.040 -1.455 0.456  -0.0077
28 H -1.211 -0.928 1.658  -0.0022
29 H 0.514 -0.340 1.565  0.0018
30 C 5.811 2.383 3.141  -0.0001
31 C 6.131 1.929 1.718  0.0003
32 C 5.060 0.890 1.283  -0.0009
33 S 3.497 1.427 2.016  0.0293
34 O 3.047 0.296 2.794  0.0039
35 O 2.701 2.052 0.973  0.1043
36 C 4.304 2.672 3.061  0.0021
37 H 6.231 3.387 3.230  0.0002
38 H 6.168 1.816 3.994  0.0000
39 H 7.124 1.485 1.637  0.0000
40 H 6.083 2.640 0.888  0.0001
41 H 5.358 0.024 1.881  0.0000
42 H 4.868 0.479 0.300  -0.0027
43 H 3.873 2.615 4.061  -0.0004
44 H 4.177 3.631 2.564  0.0000
45 C -0.438 6.274 4.024  0.0012
46 C -0.734 7.097 2.780  0.0005
47 C -0.179 6.351 1.571  0.0011
48 S -0.603 4.586 1.917  0.0055
49 O 0.458 3.726 1.379  0.0160
50 O -2.027 4.297 1.765  0.0014
51 C -0.358 4.769 3.719  0.0062
52 H -1.113 6.496 4.852  0.0003
53 H 0.501 6.618 4.465  0.0001
54 H -0.398 8.129 2.874  0.0000
55 H -1.800 7.227 2.568  -0.0002
56 H 0.903 6.446 1.700  -0.0018
57 H -0.431 6.624 0.550  -0.0007
58 H 0.683 4.470 3.857  0.0002
59 H -0.931 4.029 4.271  0.0005
60 C -1.696 -4.776 -3.911  0.0002
61 C -2.718 -3.653 -3.796  0.0007
62 C -1.933 -2.347 -3.644  0.0013
63 S -0.868 -2.753 -2.223  0.0087
64 O -1.698 -2.736 -1.041  -0.0031
65 O 0.356 -1.971 -2.360  0.0942
66 C -0.675 -4.506 -2.797  0.0019
67 H -1.358 -4.692 -4.945  0.0001
68 H -1.960 -5.817 -3.736  -0.0001
69 H -3.370 -3.747 -2.921  0.0001
70 H -3.482 -3.700 -4.572  -0.0002
71 H -2.446 -1.392 -3.571  -0.0003
72 H -1.171 -2.249 -4.424  -0.0026
73 H -0.696 -5.267 -2.020  0.0005
74 H 0.349 -4.600 -3.174  0.0006
75 C 2.638 -4.700 -0.182  0.0007
76 C 1.859 -3.951 0.918  0.0002
77 C 2.554 -2.664 1.335  0.0033
78 S 3.452 -2.103 -0.205  0.0203
79 O 4.849 -2.094 0.191  0.0071
80 O 2.755 -0.965 -0.782  0.1267
81 C 3.015 -3.621 -1.157  -0.0021
82 H 2.052 -5.517 -0.600  0.0001
83 H 3.516 -5.194 0.237  -0.0001
84 H 1.590 -4.569 1.778  0.0006
85 H 0.847 -3.735 0.546  -0.0006
86 H 3.278 -3.050 2.056  0.0001
87 H 2.046 -1.830 1.807  0.0001
88 H 3.906 -3.859 -1.740  0.0001
89 H 2.226 -3.354 -1.858  0.0007
90 C -2.614 -3.849 2.478  0.0002
91 C -3.682 -4.409 1.514  0.0000
92 C -4.640 -3.260 1.162  0.0005
93 S -4.920 -2.427 2.754  -0.0001
94 O -5.857 -3.205 3.536  0.0000
95 O -5.101 -0.985 2.602  0.0000
96 C -3.237 -2.702 3.283  0.0000
97 H -1.639 -3.583 2.073  -0.0002
98 H -2.384 -4.690 3.139  0.0000
99 H -4.262 -5.233 1.925  0.0000
100 H -3.158 -4.727 0.611  0.0000
101 H -5.550 -3.703 0.766  0.0001
102 H -4.058 -2.644 0.478  -0.0004
103 H -3.118 -2.898 4.345  0.0000
104 H -2.766 -1.774 2.961  -0.0004
105 N -7.167 -0.618 -1.909  0.0000
106 C -7.398 -1.962 -1.986  0.0001
107 C -6.193 -2.569 -2.018  0.0002
108 C -5.128 -1.630 -2.061  -0.0002
109 C -5.826 -0.412 -1.997  0.0000
110 H -7.833 0.129 -1.993  0.0000
111 H -8.398 -2.347 -2.097  0.0000
112 H -6.151 -3.649 -1.953  0.0000
113 H -4.080 -1.851 -1.990  0.0000
114 H -5.442 0.590 -1.872  0.0001

Cartesian forces (eV/Å) of the 2 atoms listed first:
0.298 1.707 2.260
-1.013 -0.025 0.143

[2]
Density functional theory data (the ωB97M-V functional and the def2-TZVPD basis) for a molecular structure, C30H64N4NaO6P2.

Properties
HOMO = -9.00 eV
frontier orbital gap = 6.9 eV
charge = +1
spin multiplicity = 1

Each line ends with the Löwdin charge.
Positions of all 107 atoms, in Å:
1 Na 0.452 0.417 0.817  0.1380
2 C -2.006 -2.298 -1.099  -0.1711
3 C -2.582 -2.253 0.294  -0.1688
4 O -1.872 -1.298 1.059  -0.1829
5 C -2.644 -0.606 2.015  -0.1745
6 C -1.773 0.484 2.607  -0.1657
7 O -1.404 1.458 1.642  -0.1831
8 C -2.435 2.367 1.299  -0.1348
9 C -2.707 2.417 -0.222  -0.1477
10 O -2.178 1.284 -0.887  -0.1363
11 C -1.560 1.586 -2.125  -0.1657
12 C -0.197 2.218 -1.936  -0.1523
13 O 0.685 1.335 -1.259  -0.1713
14 C 1.681 0.751 -2.089  -0.1602
15 C 2.503 -0.202 -1.251  -0.1754
16 O 1.791 -1.369 -0.862  -0.1897
17 C 1.548 -2.331 -1.873  -0.1668
18 C 0.074 -2.412 -2.216  -0.1760
19 O -0.656 -2.711 -1.047  -0.1435
20 H -2.075 -1.290 -1.522  0.1140
21 H -2.601 -2.982 -1.718  0.1394
22 H -2.530 -3.238 0.774  0.1318
23 H -3.637 -1.970 0.209  0.1351
24 H -2.988 -1.276 2.815  0.1382
25 H -3.529 -0.167 1.538  0.1321
26 H -0.833 0.058 2.968  0.1057
27 H -2.285 0.948 3.456  0.1421
28 H -2.129 3.360 1.635  0.1250
29 H -3.351 2.107 1.832  0.1236
30 H -2.280 3.334 -0.634  0.1176
31 H -3.787 2.457 -0.393  0.1314
32 H -2.193 2.240 -2.737  0.1380
33 H -1.456 0.635 -2.651  0.1173
34 H -0.279 3.117 -1.319  0.1261
35 H 0.218 2.515 -2.903  0.1380
36 H 2.341 1.531 -2.486  0.1403
37 H 1.216 0.236 -2.939  0.1279
38 H 2.759 0.292 -0.308  0.0812
39 H 3.422 -0.461 -1.789  0.1407
40 H 1.890 -3.303 -1.505  0.1222
41 H 2.114 -2.100 -2.781  0.1354
42 H -0.083 -3.183 -2.982  0.1387
43 H -0.260 -1.453 -2.630  0.1102
44 C 3.031 -4.693 2.592  -0.1176
45 N 3.264 -3.263 3.068  -0.0639
46 C 2.610 -3.097 4.441  -0.1036
47 N 1.235 -3.459 4.402  -0.1359
48 C 1.084 -4.825 3.913  -0.1612
49 N 1.645 -5.005 2.577  -0.1433
50 C 0.893 -4.254 1.558  -0.2862
51 P 0.888 -2.399 1.808  1.1087
52 C 2.717 -2.276 2.081  -0.2804
53 C 0.436 -2.506 3.618  -0.2887
54 H 3.563 -5.347 3.284  0.1423
55 H 3.465 -4.770 1.595  0.1427
56 H 4.266 -3.102 3.174  0.1785
57 H 2.737 -2.053 4.724  0.1147
58 H 3.159 -3.749 5.122  0.1456
59 H 0.026 -5.080 3.891  0.1358
60 H 1.593 -5.503 4.601  0.1359
61 H -0.138 -4.616 1.558  0.0927
62 H 1.300 -4.484 0.571  0.0847
63 H 2.889 -1.230 2.391  0.0254
64 H 3.232 -2.429 1.129  0.0997
65 H -0.616 -2.792 3.698  0.0963
66 H 0.539 -1.519 4.067  0.0641
67 C 2.145 0.642 5.189  -0.1084
68 C 3.357 1.362 4.566  -0.5706
69 C 3.799 2.490 5.501  -0.0785
70 C 4.496 0.330 4.518  -0.1120
71 P 2.902 1.779 2.735  0.8195
72 N 2.144 0.619 2.061  -0.2863
73 C 1.906 3.433 2.797  -0.5686
74 C 0.765 3.221 3.806  -0.0903
75 C 2.641 4.726 3.162  -0.0791
76 C 1.226 3.639 1.431  -0.0922
77 C 4.562 2.160 1.877  -0.5899
78 C 4.250 2.815 0.520  -0.0857
79 C 5.234 0.817 1.555  -0.1036
80 C 5.563 3.042 2.627  -0.0768
81 H 2.481 -0.069 5.952  0.0784
82 H 1.596 0.109 4.412  0.0246
83 H 1.462 1.329 5.684  0.0711
84 H 4.091 2.055 6.463  0.0911
85 H 2.997 3.195 5.704  0.0614
86 H 4.656 3.042 5.120  0.0645
87 H 4.613 -0.124 5.508  0.0869
88 H 5.453 0.777 4.255  0.0589
89 H 4.282 -0.462 3.795  0.0465
90 H 1.103 3.312 4.835  0.0625
91 H 0.297 2.245 3.671  0.0599
92 H 0.000 3.987 3.652  0.0855
93 H 3.161 4.668 4.115  0.0618
94 H 1.907 5.535 3.241  0.0918
95 H 3.358 5.022 2.399  0.0645
96 H 0.953 2.678 1.003  0.0363
97 H 1.867 4.157 0.722  0.0720
98 H 0.323 4.243 1.559  0.0817
99 H 3.408 2.328 0.025  0.0575
100 H 5.124 2.727 -0.131  0.0869
101 H 4.030 3.876 0.619  0.0676
102 H 4.529 0.141 1.073  0.0510
103 H 5.631 0.319 2.439  0.0484
104 H 6.074 0.992 0.876  0.0871
105 H 5.124 3.972 2.980  0.0597
106 H 6.381 3.303 1.948  0.0914
107 H 6.008 2.529 3.479  0.0635

Cartesian forces (eV/Å) of the 2 atoms listed first:
-0.631 -0.410 -0.538
-0.019 -0.006 0.004

We obtain ΔE to the lowest compared entry with this formula, charge and spin values of 0.0, 9.4 kJ/mol for the records listed above, in that order.